No. 1
Formula: C23H33N2O2
Source: the OMol25 dataset
Level of theory: ωB97M-V with the def2-TZVPD basis set

Results
gap between HOMO and LUMO = 4.39 eV
E_HOMO = -9.26 eV
max |F| = 2.17 eV/Å
multiplicity = 1
total charge = +1

Each line ends with the Löwdin charge.
Atoms and positions in Å:
C -1.25 1.81 3.45  -0.054
O -1.76 1.94 2.11  -0.036
C -1.86 3.22 1.71  -0.436
O -1.54 4.15 2.44  0.100
C -2.44 3.33 0.32  -0.212
C -3.96 3.09 0.35  -0.106
C -4.57 4.14 -0.57  -0.145
C -3.40 4.96 -1.12  -0.155
N -2.27 4.64 -0.26  -0.085
C -0.99 5.12 -0.57  -0.229
C -0.17 5.70 0.35  -0.019
C 1.18 6.25 0.05  -0.200
C 1.51 6.35 -1.45  -0.204
C 0.97 5.15 -2.21  -0.210
C -0.54 5.00 -2.03  -0.146
H -1.26 0.73 3.64  0.090
H -0.24 2.21 3.51  0.081
H -1.90 2.35 4.15  0.103
H -1.94 2.55 -0.29  0.159
H -4.12 2.07 0.00  0.117
H -4.36 3.18 1.36  0.125
H -5.13 3.68 -1.39  0.109
H -5.25 4.79 -0.01  0.112
H -3.20 4.64 -2.16  0.110
H -3.61 6.03 -1.15  0.127
H -0.51 5.81 1.38  0.102
H 1.29 7.24 0.52  0.112
H 1.93 5.60 0.52  0.112
H 1.07 7.27 -1.85  0.116
H 2.60 6.42 -1.58  0.106
H 1.21 5.24 -3.27  0.109
H 1.46 4.24 -1.83  0.114
H -0.87 4.04 -2.45  0.115
H -1.04 5.79 -2.63  0.121
C 4.63 -4.30 1.22  -0.009
N 4.62 -3.67 2.54  -0.172
C 5.72 -3.97 3.44  -0.012
C 3.66 -2.82 2.87  -0.023
C 3.57 -2.21 4.14  -0.050
C 2.71 -1.15 4.37  0.031
C 2.58 -0.48 5.63  -0.210
C 1.82 0.72 5.72  -0.008
C 1.71 1.41 6.92  -0.048
C 2.34 0.92 8.08  -0.034
C 3.08 -0.26 8.01  -0.054
C 3.20 -0.96 6.81  -0.007
H 5.54 -4.88 1.13  0.095
H 3.76 -4.96 1.09  0.111
H 4.58 -3.53 0.44  0.110
H 6.44 -4.58 2.88  0.097
H 6.21 -3.04 3.79  0.113
H 5.39 -4.52 4.33  0.113
H 2.94 -2.58 2.08  0.161
H 4.21 -2.58 4.94  0.100
H 2.11 -0.80 3.53  0.134
H 1.35 1.10 4.81  0.099
H 1.13 2.34 6.97  0.119
H 2.26 1.46 9.02  0.118
H 3.58 -0.65 8.91  0.117
H 3.77 -1.89 6.77  0.108


No. 2
Formula: C23H33N3O4
Source: the OMol25 dataset
Level of theory: ωB97M-V with the def2-TZVPD basis set

Results
gap between HOMO and LUMO = 8.26 eV
E_HOMO = -7.63 eV
max |F| = 0.80 eV/Å
multiplicity = 1
total charge = 0
structure (SMILES) = CCn1cc(C(=O)NCCCN2CCC(C)CC2)c2cc(OC)c(OC)cc2c1=O

Each line ends with the Löwdin charge.
Atoms and positions in Å:
C -1.44 3.34 -0.17  -0.059
C -0.66 2.94 1.08  -0.188
N 0.29 1.88 0.79  -0.013
C -0.13 0.59 0.79  0.001
C 0.68 -0.46 0.51  -0.057
C 0.15 -1.86 0.57  -0.444
O 0.78 -2.80 1.01  0.053
N -1.10 -1.99 0.06  0.071
C -1.84 -3.22 0.15  -0.173
C -3.22 -2.99 0.77  -0.156
C -4.12 -2.13 -0.12  -0.193
N -3.64 -0.76 -0.24  -0.197
C -4.08 0.11 0.85  -0.182
C -5.54 0.54 0.74  -0.149
C -5.81 1.21 -0.61  -0.391
C -7.28 1.60 -0.75  -0.073
C -5.37 0.26 -1.72  -0.148
C -3.90 -0.13 -1.52  -0.184
C 2.06 -0.19 0.22  -0.092
C 3.00 -1.20 -0.05  0.061
C 4.31 -0.91 -0.33  -0.178
O 5.28 -1.82 -0.58  -0.054
C 4.93 -3.19 -0.53  -0.071
C 4.74 0.45 -0.36  -0.186
O 6.06 0.64 -0.64  -0.061
C 6.54 1.96 -0.67  -0.079
C 3.83 1.45 -0.10  0.060
C 2.49 1.14 0.19  -0.067
C 1.59 2.25 0.47  -0.372
O 1.91 3.43 0.45  0.056
H -2.16 4.12 0.07  0.076
H -1.97 2.48 -0.58  0.047
H -0.75 3.72 -0.92  0.082
H -1.34 2.59 1.87  0.120
H -0.09 3.79 1.44  0.119
H -1.16 0.44 1.07  0.122
H -1.64 -1.20 -0.25  0.102
H -1.25 -3.91 0.76  0.118
H -1.96 -3.66 -0.85  0.123
H -3.09 -2.51 1.75  0.110
H -3.70 -3.95 0.93  0.113
H -5.15 -2.17 0.27  0.114
H -4.14 -2.58 -1.12  0.123
H -3.90 -0.40 1.80  0.120
H -3.45 1.01 0.82  0.103
H -6.20 -0.33 0.85  0.112
H -5.77 1.23 1.56  0.119
H -5.20 2.12 -0.67  0.140
H -7.45 2.08 -1.71  0.077
H -7.58 2.28 0.04  0.076
H -7.91 0.71 -0.70  0.080
H -5.99 -0.63 -1.71  0.119
H -5.48 0.74 -2.69  0.118
H -3.58 -0.81 -2.31  0.122
H -3.28 0.77 -1.58  0.110
H 2.66 -2.23 -0.01  0.097
H 4.19 -3.44 -1.30  0.100
H 4.54 -3.47 0.45  0.102
H 5.86 -3.73 -0.73  0.094
H 6.42 2.45 0.30  0.099
H 7.60 1.88 -0.90  0.094
H 6.04 2.56 -1.44  0.098
H 4.10 2.49 -0.10  0.114


No. 3
Formula: C23H33N5O4S
Source: the OMol25 dataset
Level of theory: ωB97M-V with the def2-TZVPD basis set

Results
gap between HOMO and LUMO = 8.98 eV
E_HOMO = -8.95 eV
max |F| = 0.99 eV/Å
multiplicity = 1
total charge = 0
structure (SMILES) = CCCN1CCN(C(=O)Cn2cnc3ccc(S(=O)(=O)N4CCC(C)CC4)cc3c2=O)CC1

Each line ends with the Löwdin charge.
Atoms and positions in Å:
C -5.76 -4.67 -0.16  -0.108
C -6.39 -3.81 -1.24  -0.245
C -6.87 -2.47 -0.67  -0.221
N -5.80 -1.72 -0.05  -0.183
C -4.91 -1.09 -1.01  -0.156
C -3.72 -0.48 -0.27  -0.113
N -4.19 0.50 0.68  -0.043
C -4.06 1.83 0.65  -0.436
O -4.57 2.57 1.48  0.051
C -3.17 2.45 -0.44  -0.025
N -1.77 2.40 -0.05  0.037
C -1.36 3.09 1.04  -0.105
N -0.16 3.14 1.49  0.131
C 0.81 2.46 0.80  -0.209
C 2.14 2.53 1.24  0.015
C 3.12 1.86 0.55  -0.035
C 2.80 1.11 -0.57  -0.264
S 4.14 0.29 -1.43  0.676
O 5.15 1.25 -1.74  -0.277
O 3.60 -0.51 -2.50  -0.277
N 4.72 -0.68 -0.19  -0.244
C 6.12 -1.04 -0.30  -0.198
C 6.59 -1.64 1.02  -0.147
C 5.75 -2.86 1.39  -0.393
C 6.18 -3.45 2.72  -0.073
C 4.27 -2.44 1.41  -0.146
C 3.87 -1.81 0.08  -0.206
C 1.51 1.02 -1.03  0.027
C 0.49 1.69 -0.34  -0.045
C -0.89 1.63 -0.81  -0.355
O -1.28 0.97 -1.75  0.067
C -5.10 -0.10 1.63  -0.112
C -6.28 -0.72 0.89  -0.165
H -6.49 -4.90 0.62  0.072
H -4.93 -4.14 0.30  0.062
H -5.39 -5.60 -0.58  0.067
H -5.67 -3.64 -2.04  0.093
H -7.25 -4.32 -1.67  0.106
H -7.62 -2.67 0.10  0.118
H -7.36 -1.88 -1.47  0.122
H -4.54 -1.85 -1.70  0.120
H -5.43 -0.30 -1.59  0.134
H -3.02 -0.05 -0.99  0.095
H -3.20 -1.27 0.28  0.136
H -3.27 1.96 -1.41  0.125
H -3.47 3.50 -0.53  0.142
H -2.13 3.63 1.58  0.142
H 2.35 3.12 2.12  0.118
H 4.16 1.90 0.86  0.119
H 6.67 -0.13 -0.55  0.116
H 6.26 -1.77 -1.11  0.135
H 6.50 -0.88 1.80  0.125
H 7.64 -1.92 0.93  0.121
H 5.88 -3.62 0.61  0.143
H 5.58 -4.32 2.97  0.076
H 7.22 -3.75 2.69  0.076
H 6.06 -2.72 3.52  0.080
H 4.12 -1.71 2.21  0.124
H 3.64 -3.30 1.61  0.120
H 2.84 -1.44 0.12  0.119
H 3.94 -2.55 -0.73  0.131
H 1.28 0.43 -1.91  0.129
H -5.45 0.68 2.32  0.122
H -4.57 -0.87 2.19  0.132
H -6.94 -1.21 1.61  0.124
H -6.85 0.08 0.38  0.134


No. 4
Formula: C23H33N5O4S
Source: the OMol25 dataset
Level of theory: ωB97M-V with the def2-TZVPD basis set

Results
gap between HOMO and LUMO = 8.30 eV
E_HOMO = -8.68 eV
max |F| = 15.76 eV/Å
multiplicity = 1
total charge = 0

Each line ends with the Löwdin charge.
Atoms and positions in Å:
C 1.02 5.08 -9.30  -0.101
H 1.72 5.52 -9.76  -0.024
C 1.46 4.43 -7.91  -0.208
C 0.32 3.82 -7.20  -0.250
N 0.49 3.66 -5.83  -0.138
C -0.43 3.38 -5.05  -0.327
H -1.10 4.26 -5.16  0.179
C -0.11 3.16 -3.64  -0.121
N 0.95 2.18 -3.49  -0.059
C 0.89 1.06 -2.71  -0.216
O 1.93 0.09 -2.88  -0.121
C -0.39 0.73 -2.11  -0.089
N -0.38 -0.27 -1.07  0.051
C 0.09 -1.64 -1.67  -0.103
N 0.16 -2.70 -1.09  0.150
C 0.49 -2.48 0.31  -0.173
C 0.65 -3.63 1.14  0.014
C 0.85 -3.62 2.42  -0.176
C 0.61 -2.66 3.11  -0.376
C 0.46 -1.32 2.40  0.184
C 0.13 -1.39 0.94  -0.047
C 0.09 -0.12 0.18  -0.460
O -0.19 0.87 0.72  0.143
H 0.39 -0.36 2.92  0.125
S 0.64 -2.76 4.73  0.681
O 0.68 -1.24 5.41  -0.384
O 1.80 -3.17 5.31  -0.223
N -0.56 -3.59 5.18  -0.280
C -0.44 -4.15 6.37  -0.255
C -0.71 -3.41 7.74  -0.120
H 0.07 -2.84 7.72  0.062
H -0.82 -4.14 8.48  0.108
C -2.06 -2.77 7.64  -0.364
C -2.41 -1.81 8.90  -0.049
H -2.34 -2.48 9.76  0.059
H -1.42 -1.32 8.97  0.090
H -3.44 -1.50 8.81  0.070
C -1.89 -1.75 6.45  -0.113
C -1.81 -2.70 5.10  -0.085
H -1.61 -2.04 4.13  0.148
H -2.57 -3.31 5.10  0.046
H -1.11 -0.98 6.39  0.087
H -3.09 -1.27 6.22  0.177
H -2.94 -3.34 7.56  0.110
H 0.45 -4.74 6.25  0.110
H -1.34 -5.08 6.46  0.195
H 1.02 -4.52 3.11  0.179
H 0.78 -4.60 0.66  0.134
H -0.10 -1.76 -2.79  0.155
H -0.47 1.67 -1.40  0.181
H -1.22 0.58 -2.64  0.108
C 2.14 2.43 -4.25  -0.196
H 2.82 1.52 -3.98  0.162
C 1.77 2.65 -5.59  -0.105
H 2.65 2.88 -6.15  0.108
H 1.59 1.57 -5.96  0.158
H 2.51 3.48 -3.96  0.162
H -0.83 3.06 -3.01  0.060
H 0.46 4.11 -3.29  0.170
H -0.65 2.36 -5.11  0.127
H 0.01 2.88 -7.72  0.154
H -0.47 4.47 -7.18  0.094
H 2.26 3.89 -8.14  0.044
H 1.86 5.57 -7.50  0.187
H 0.09 5.84 -9.18  0.130
H 0.61 4.28 -9.90  0.061


No. 5
Formula: C23H34F3NO19Si2
Source: the OMol25 dataset
Level of theory: ωB97M-V with the def2-TZVPD basis set

Results
gap between HOMO and LUMO = 8.86 eV
E_HOMO = -8.85 eV
max |F| = 1.64 eV/Å
multiplicity = 1
total charge = 0

Each line ends with the Löwdin charge.
Atoms and positions in Å:
C 4.07 1.39 -2.85  0.035
C 2.84 2.26 -2.77  -0.498
O 2.55 2.79 -1.73  0.111
N 2.03 2.47 -3.93  0.042
C 2.72 2.33 -5.18  -0.506
C 3.69 3.44 -5.48  0.017
O 2.56 1.40 -5.93  0.098
Si 0.41 1.78 -3.85  0.282
O 0.14 1.46 -2.26  -0.092
C -0.83 3.09 -4.36  -0.201
C -0.71 4.33 -3.44  -0.160
C 0.54 5.10 -3.74  -0.214
F 1.00 5.01 -5.02  0.049
C 1.28 5.79 -2.86  -0.309
F 2.59 5.74 -2.76  0.154
F 0.73 6.58 -1.96  0.147
O 0.20 0.36 -4.64  -0.352
Si -0.72 0.25 -6.03  0.557
H 4.84 1.90 -2.27  0.097
H 4.45 1.26 -3.86  0.078
H 3.89 0.42 -2.39  0.098
H 3.21 4.20 -6.08  0.090
H 3.99 3.91 -4.54  0.084
H 4.58 3.03 -5.95  0.092
H -0.80 1.31 -2.10  0.079
H -1.83 2.68 -4.20  0.088
H -0.70 3.42 -5.38  0.076
H -0.79 4.08 -2.39  0.117
H -1.58 4.96 -3.67  0.119
H -2.16 0.22 -5.72  -0.055
H -0.32 -0.98 -6.73  -0.060
H -0.39 1.38 -6.92  -0.043
C 0.47 -2.44 -0.25  -0.098
C 0.28 -0.96 -0.48  -0.108
O -1.13 -0.79 -0.28  0.066
C -1.57 -1.80 0.50  -0.564
O -2.65 -1.86 0.98  0.146
O -0.61 -2.74 0.66  0.072
H 1.43 -2.68 0.19  0.092
H 0.33 -3.03 -1.16  0.138
H 0.81 -0.35 0.26  0.138
H 0.57 -0.63 -1.47  0.110
C -3.17 -2.26 4.48  -0.107
C -3.79 -1.14 3.67  -0.116
O -4.83 -0.67 4.53  0.045
C -4.50 -1.01 5.80  -0.577
O -5.07 -0.62 6.78  0.151
O -3.44 -1.84 5.82  0.064
H -2.10 -2.37 4.32  0.132
H -3.66 -3.22 4.31  0.136
H -3.09 -0.32 3.48  0.134
H -4.19 -1.48 2.72  0.114
C 4.20 -5.87 0.36  -0.101
C 3.86 -6.29 1.77  -0.102
O 3.59 -5.02 2.40  0.077
C 3.24 -4.15 1.44  -0.559
O 2.80 -3.06 1.65  0.128
O 3.46 -4.66 0.21  0.068
H 3.90 -6.60 -0.39  0.135
H 5.26 -5.65 0.23  0.136
H 2.96 -6.90 1.83  0.136
H 4.68 -6.80 2.28  0.135
C 5.10 -0.27 2.97  -0.111
C 3.97 0.01 2.00  -0.114
O 4.60 0.84 1.02  0.056
C 5.93 0.59 1.05  -0.573
O 6.71 0.99 0.25  0.160
O 6.25 -0.18 2.12  0.059
H 5.03 -1.25 3.42  0.130
H 5.18 0.48 3.75  0.132
H 3.61 -0.89 1.51  0.102
H 3.13 0.53 2.46  0.135
C -8.88 0.48 6.18  -0.111
C -8.04 -0.57 5.49  -0.119
O -8.97 -1.15 4.56  0.062
C -9.93 -0.23 4.31  -0.576
O -10.75 -0.34 3.46  0.160
O -9.83 0.82 5.16  0.057
H -8.32 1.35 6.48  0.133
H -9.42 0.09 7.04  0.132
H -7.20 -0.14 4.95  0.116
H -7.66 -1.33 6.18  0.129


No. 6
Formula: C23H34LaNO2P2S
Source: the OMol25 dataset
Level of theory: ωB97M-V with the def2-TZVPD basis set

Results
gap between HOMO and LUMO (spin up / spin down) = 4.40 / 4.37 eV
E_HOMO (spin up / spin down) = -4.03 / -4.10 eV
max |F| = 1.82 eV/Å
multiplicity = 1
total charge = 0

Each line ends with the Löwdin charge.
Atoms and positions in Å:
C 4.45 -0.34 0.46  -0.035
C 3.10 -0.15 0.73  -0.321
N 2.14 -0.33 -0.22  -0.003
C 2.53 -0.62 -1.48  -0.345
C 3.86 -0.87 -1.79  -0.044
C 4.84 -0.76 -0.81  -0.053
C 2.79 0.31 2.10  -0.353
P 1.16 -0.14 2.74  0.758
La -0.55 -0.60 0.22  1.092
P 0.14 0.66 -2.52  0.764
C 1.56 -0.55 -2.63  -0.322
C -1.99 1.64 0.96  -0.289
C -2.86 0.81 1.75  -0.170
C -4.18 1.21 2.05  -0.103
C -4.70 2.41 1.59  -0.098
C -3.89 3.18 0.74  -0.095
C -2.60 2.78 0.42  -0.122
O 3.26 2.99 2.38  -0.107
O 0.88 3.52 1.42  -0.052
H 5.17 -0.18 1.27  0.119
H 4.08 -1.11 -2.82  0.110
H 5.90 -0.95 -1.05  0.112
C 1.61 -1.61 3.71  -0.306
C 1.19 1.06 4.20  -0.264
H 2.13 -0.20 -3.50  0.080
H 1.19 -1.55 -2.86  0.094
H 2.96 1.41 2.22  0.039
H 3.49 -0.16 2.79  0.093
C -0.91 -0.20 -3.66  -0.319
C 0.82 1.93 -3.68  -0.282
H -2.52 -0.12 2.22  0.069
H -4.79 0.57 2.70  0.108
H -5.73 2.70 1.79  0.101
H -4.26 4.13 0.37  0.101
H -2.03 3.44 -0.24  0.103
H 0.43 2.74 1.04  -0.003
H 0.37 3.70 2.20  0.060
H 2.38 3.28 1.99  0.005
H 3.93 3.33 1.77  0.064
H -0.85 1.56 0.74  -0.060
H 2.22 -1.32 4.59  0.044
H 0.71 -2.14 4.03  0.037
H 2.23 -2.27 3.09  0.048
H 2.04 0.77 4.89  0.053
H 1.38 2.10 3.85  0.019
H 0.23 0.98 4.75  0.036
H 0.88 1.54 -4.72  0.047
H 0.15 2.80 -3.70  0.034
H 1.83 2.26 -3.40  0.047
H -0.53 -0.13 -4.68  0.044
H -1.03 -1.25 -3.42  0.032
H -1.89 0.24 -3.65  0.038
S -0.55 -3.40 0.44  0.393
C -1.78 -3.41 -0.77  -0.821
C -3.04 -2.76 -0.62  -0.172
C -4.02 -2.88 -1.63  -0.099
C -3.74 -3.62 -2.80  -0.107
C -2.47 -4.25 -2.97  -0.097
C -1.51 -4.13 -1.96  -0.161
H -3.27 -2.29 0.34  0.075
H -5.03 -2.44 -1.50  0.104
H -4.53 -3.78 -3.56  0.098
H -2.25 -4.88 -3.85  0.102
H -0.58 -4.65 -2.02  0.081


No. 7
Formula: C23H34N2O2
Source: the OMol25 dataset
Level of theory: ωB97M-V with the def2-TZVPD basis set

Results
gap between HOMO and LUMO = 8.45 eV
E_HOMO = -7.70 eV
max |F| = 0.61 eV/Å
multiplicity = 1
total charge = 0
structure (SMILES) = Cc1ccc2[nH]c(CN3CCC(CO)(C[C@H]4CCCCO4)CC3)c(C)c2c1

Each line ends with the Löwdin charge.
Atoms and positions in Å:
C 0.45 -3.00 -6.69  -0.062
C 0.97 -2.82 -5.30  -0.291
C 1.84 -3.78 -4.76  -0.061
C 2.36 -3.68 -3.49  -0.017
C 1.99 -2.57 -2.73  -0.205
N 2.34 -2.20 -1.47  0.137
C 1.70 -1.02 -1.16  -0.213
C 1.91 -0.42 0.19  -0.121
N 1.56 -1.37 1.24  -0.159
C 1.86 -0.88 2.57  -0.170
C 0.94 0.24 3.06  -0.101
C -0.55 -0.11 2.92  -0.419
C -0.94 -1.10 4.05  -0.219
O -0.65 -0.66 5.34  -0.045
C -1.41 1.16 3.11  -0.071
C -1.28 2.25 2.03  -0.345
C -2.54 2.39 1.17  -0.139
C -2.37 3.53 0.17  -0.194
C -2.01 4.80 0.93  -0.172
C -0.79 4.53 1.82  -0.211
O -1.01 3.46 2.71  -0.105
C -0.84 -0.76 1.56  -0.100
C 0.19 -1.83 1.18  -0.163
C 0.94 -0.61 -2.22  -0.178
C 0.08 0.60 -2.33  -0.035
C 1.11 -1.59 -3.25  -0.123
C 0.60 -1.72 -4.54  0.013
H -0.10 -3.94 -6.78  0.078
H -0.21 -2.19 -6.97  0.070
H 1.28 -3.04 -7.40  0.078
H 2.11 -4.63 -5.38  0.108
H 3.03 -4.43 -3.10  0.106
H 2.90 -2.72 -0.82  0.161
H 1.35 0.53 0.25  0.106
H 2.98 -0.18 0.32  0.134
H 2.90 -0.54 2.59  0.120
H 1.78 -1.74 3.25  0.121
H 1.16 0.45 4.11  0.123
H 1.16 1.15 2.49  0.111
H -0.38 -2.03 3.94  0.118
H -2.01 -1.34 3.95  0.130
H -1.15 0.15 5.52  0.084
H -2.46 0.86 3.18  0.128
H -1.13 1.64 4.05  0.126
H -0.43 2.04 1.36  0.131
H -2.74 1.45 0.65  0.114
H -3.39 2.61 1.83  0.126
H -3.28 3.67 -0.41  0.110
H -1.56 3.28 -0.53  0.107
H -1.78 5.62 0.25  0.112
H -2.85 5.10 1.56  0.117
H -0.56 5.40 2.45  0.124
H 0.08 4.32 1.19  0.127
H -1.84 -1.21 1.58  0.128
H -0.84 0.00 0.78  0.097
H -0.02 -2.18 0.17  0.121
H 0.11 -2.69 1.85  0.120
H -0.97 0.32 -2.44  0.084
H 0.17 1.24 -1.46  0.054
H 0.36 1.18 -3.21  0.082
H -0.07 -0.98 -4.94  0.113